Entry from the OMol25 dataset: a cluster of 4 separate species, C39H78F8N3O17P4 in total in a non-equilibrium geometry (wB97M-V/def2-TZVPD).

```
149
Properties=species:S:1:pos:R:3:forces:R:3:lowdin_charge:R:1
C 1.349 6.595 3.781 -0.555 0.202 -0.265 0.0588
C 1.640 5.846 2.699 0.660 -0.011 0.944 -0.1435
N 0.671 5.027 2.066 -0.071 0.888 -1.126 0.1808
C 0.776 4.601 0.823 0.636 -0.757 -0.961 -0.2364
N -0.032 3.818 0.137 -1.595 0.828 0.356 0.0563
C -1.332 3.409 0.695 0.684 -0.533 0.423 -0.0619
C -1.216 1.965 1.236 -0.276 0.108 -0.732 -0.1491
O -2.192 1.638 2.187 -0.130 0.442 -0.053 -0.0765
C -2.052 2.283 3.428 0.639 -0.521 0.521 -0.0881
C -3.389 2.733 3.998 -0.025 -0.813 -0.593 -0.4225
F -4.136 1.620 4.176 -0.097 0.128 -0.057 0.1528
F -3.202 3.294 5.213 0.045 0.192 -0.090 0.1453
C -4.229 3.697 3.129 -0.464 0.563 0.753 -0.3440
F -4.439 3.238 1.893 0.360 -0.203 0.023 0.1735
F -5.448 3.782 3.722 0.088 0.009 0.056 0.1444
C -3.667 5.167 3.062 -0.655 0.132 -1.225 -0.3372
F -2.430 5.289 3.598 -0.088 -0.163 0.223 0.1177
F -3.540 5.479 1.742 0.285 -0.009 0.102 0.1177
C -4.633 6.229 3.640 0.755 0.445 0.627 -0.2927
F -5.656 6.398 2.800 -0.113 -0.223 0.063 0.1344
F -3.923 7.389 3.686 -0.031 -0.015 -0.116 0.0930
C 0.116 4.067 -1.341 0.672 -0.930 0.494 -0.2018
C 0.442 2.775 -2.095 -0.109 -0.130 0.510 -0.1262
C -0.778 1.910 -2.464 0.574 -0.189 -0.763 -0.1784
C -0.514 0.411 -2.256 -0.893 1.072 0.077 -0.0856
C -1.662 -0.460 -2.749 0.666 0.505 0.369 -0.5178
O -1.546 -1.632 -2.726 0.155 -1.713 -0.206 0.1415
O -2.790 0.104 -3.233 -0.444 0.190 0.061 0.1117
C 1.207 5.164 -1.272 -1.227 1.305 -0.390 -0.3949
P 2.246 5.546 -2.769 1.232 -0.653 -0.252 0.9330
C 1.009 5.470 -4.147 0.036 -0.121 0.370 -0.2708
C 2.535 7.351 -2.578 -1.020 -0.140 0.313 -0.2965
N 1.909 4.952 0.000 0.338 0.233 -0.125 -0.0094
O 2.630 3.729 -0.215 -0.362 -0.201 0.499 -0.1076
C 3.532 3.429 0.850 0.799 -0.030 0.036 -0.1247
C 3.811 1.925 0.837 0.141 0.057 0.010 -0.4097
C 4.073 1.357 2.224 -0.241 -0.398 0.083 -0.0271
O 4.870 1.599 -0.044 -0.136 0.027 -0.141 -0.0140
H 1.914 6.533 4.703 1.155 1.083 -0.609 0.0709
H 0.549 7.332 3.757 -1.119 -1.177 0.574 0.0738
H 2.637 5.836 2.277 0.200 -1.218 0.483 0.1120
H -0.125 4.752 2.621 -0.097 0.197 0.035 0.1282
H -2.093 3.463 -0.075 -0.048 0.138 -0.008 0.1332
H -1.597 4.108 1.485 -0.182 0.044 -0.031 0.0913
H -1.415 1.322 0.380 0.089 -0.270 0.140 0.1170
H -0.190 1.755 1.558 -0.034 0.100 0.301 0.1407
H -1.329 3.100 3.433 -0.146 0.178 -0.186 0.1187
H -1.659 1.551 4.142 -0.109 0.071 0.173 0.1591
H -4.954 6.013 4.657 -0.246 -0.166 -0.080 0.1776
H -0.862 4.431 -1.655 0.146 0.358 -0.174 0.1516
H 1.104 2.176 -1.470 0.205 0.173 0.013 0.1120
H 1.013 3.035 -2.983 -0.012 -0.089 -0.084 0.1004
H -1.711 2.227 -1.991 0.099 0.108 0.242 0.0968
H -0.935 2.020 -3.538 -0.309 0.188 0.025 0.1256
H -0.384 0.170 -1.200 0.176 -0.072 0.018 0.1148
H 0.397 0.135 -2.782 -0.029 -0.245 -0.027 0.1394
H -3.136 0.780 -2.639 0.120 0.240 -0.206 0.1123
H 0.645 6.090 -1.069 -0.011 0.013 -0.025 0.1313
H 1.052 6.388 -4.730 -0.077 0.081 0.042 0.0427
H -0.015 5.285 -3.825 -0.088 0.162 -0.058 0.0368
H 1.319 4.652 -4.794 -0.102 -0.023 -0.083 0.0309
H 1.606 7.859 -2.302 0.022 0.132 -0.044 0.0404
H 2.845 7.738 -3.545 0.278 0.014 0.043 0.0403
H 3.267 7.554 -1.801 0.219 -0.035 -0.133 0.0363
H 4.467 3.967 0.672 0.010 0.086 0.109 0.1426
H 3.157 3.710 1.836 -0.375 0.098 -0.143 0.1023
H 2.928 1.441 0.411 -0.054 0.017 0.019 0.1396
H 3.405 1.755 2.989 -0.013 0.136 -0.037 0.0780
H 5.103 1.491 2.558 0.028 0.175 -0.027 0.0825
H 3.886 0.284 2.186 0.171 -0.063 0.050 0.0905
H 5.701 1.670 0.439 0.033 -0.027 -0.027 0.0955
O 7.808 0.859 4.012 0.020 -0.162 -2.921 -0.2281
P 9.274 1.022 3.911 1.543 0.966 5.531 0.4873
O 9.972 -0.224 4.666 -0.082 0.197 -0.692 -0.1917
C 9.427 -1.539 4.544 -0.181 -0.475 -0.017 -0.2697
C 9.731 -2.161 3.193 0.155 0.091 0.013 -0.0737
O 9.581 2.201 5.008 0.079 -0.152 -0.446 -0.2154
C 8.583 3.157 5.362 -0.120 -0.002 0.234 -0.2907
C 7.999 2.836 6.723 0.064 -0.054 0.127 -0.0746
O 10.426 1.462 2.925 -1.608 -0.551 -1.627 -0.1925
C 11.794 1.561 3.387 0.695 -0.009 -0.013 -0.2467
C 12.643 0.516 2.707 -0.199 -0.171 -0.200 -0.0604
H 8.351 -1.528 4.729 -0.002 0.217 -0.046 0.1084
H 9.879 -2.134 5.337 0.081 0.131 0.039 0.1212
H 9.444 -1.494 2.377 -0.115 -0.055 0.012 0.0748
H 9.196 -3.104 3.080 -0.025 0.015 -0.002 0.0807
H 10.797 -2.363 3.091 0.006 0.002 -0.005 0.0703
H 7.799 3.199 4.605 0.000 -0.108 -0.017 0.0976
H 9.070 4.133 5.386 0.076 -0.035 -0.037 0.1161
H 7.683 1.794 6.777 -0.080 0.011 -0.134 0.0758
H 7.139 3.473 6.939 0.031 0.028 -0.002 0.0740
H 8.746 2.988 7.502 -0.005 0.023 0.003 0.0770
H 11.860 1.474 4.468 -0.277 -0.053 0.039 0.1128
H 12.136 2.560 3.117 -0.195 0.049 -0.029 0.1253
H 12.268 -0.485 2.920 0.021 0.007 0.114 0.0610
H 13.674 0.579 3.055 -0.010 0.062 0.010 0.0861
H 12.626 0.645 1.624 0.057 0.060 0.010 0.0828
O -1.661 -8.995 -0.314 0.895 1.243 2.415 -0.2102
P -1.850 -7.619 -0.806 -1.582 -0.827 -5.333 0.4966
O -3.434 -7.397 -1.066 0.473 0.283 0.386 -0.1971
C -4.391 -7.943 -0.160 -0.326 -0.225 0.271 -0.2744
C -4.471 -7.152 1.133 0.013 0.151 -0.098 -0.0757
O -1.307 -7.705 -2.348 -0.055 0.283 0.354 -0.2183
C -0.337 -8.685 -2.728 -0.052 -0.249 -0.133 -0.2855
C -0.993 -9.811 -3.500 -0.129 0.019 -0.127 -0.0748
O -1.384 -6.115 -0.603 0.524 -0.829 2.128 -0.1930
C -1.848 -5.084 -1.500 -0.160 0.585 -0.239 -0.2507
C -2.735 -4.115 -0.757 -0.118 -0.022 0.335 -0.0628
H -4.172 -8.992 0.044 0.204 0.036 -0.052 0.1105
H -5.353 -7.913 -0.672 0.074 0.064 -0.114 0.1170
H -3.481 -7.017 1.575 -0.019 -0.121 0.053 0.0754
H -5.109 -7.664 1.853 0.026 -0.025 0.004 0.0794
H -4.888 -6.160 0.956 0.005 0.007 -0.003 0.0666
H 0.188 -9.071 -1.855 -0.096 0.000 0.069 0.1041
H 0.398 -8.179 -3.357 -0.047 0.094 0.022 0.1148
H -1.859 -10.200 -2.964 0.087 -0.021 0.139 0.0760
H -0.291 -10.628 -3.668 0.020 0.025 -0.011 0.0770
H -1.346 -9.452 -4.468 0.021 -0.006 -0.010 0.0743
H -2.366 -5.499 -2.360 0.005 -0.242 0.082 0.1117
H -0.960 -4.571 -1.869 0.088 -0.136 0.053 0.1224
H -3.597 -4.624 -0.326 -0.021 -0.069 -0.109 0.0615
H -3.094 -3.338 -1.431 0.072 -0.016 -0.053 0.0629
H -2.194 -3.647 0.068 0.054 0.034 -0.062 0.0800
O -6.943 -2.286 -6.095 -2.134 -1.008 -1.549 -0.2123
P -7.284 -3.368 -5.153 3.964 0.488 3.877 0.4976
O -7.799 -2.680 -3.776 -0.215 -0.396 -0.447 -0.1995
C -8.625 -1.518 -3.827 -0.250 0.406 -0.012 -0.2806
C -10.053 -1.849 -4.224 0.017 -0.139 0.103 -0.0742
O -5.818 -3.916 -4.681 -0.396 -0.102 -0.010 -0.2163
C -4.672 -3.779 -5.526 0.188 0.210 -0.026 -0.2764
C -3.778 -2.662 -5.030 0.003 -0.014 0.161 -0.0747
O -7.980 -4.786 -5.036 -1.107 0.784 -1.925 -0.1903
C -7.946 -5.520 -3.795 -0.177 -0.418 0.464 -0.2542
C -9.339 -5.631 -3.223 -0.192 0.149 -0.186 -0.0623
H -8.201 -0.775 -4.504 0.102 -0.161 -0.107 0.1076
H -8.611 -1.084 -2.827 0.081 -0.120 0.041 0.1163
H -10.081 -2.442 -5.141 0.006 0.116 -0.064 0.0774
H -10.625 -0.934 -4.383 0.015 0.003 -0.031 0.0794
H -10.549 -2.427 -3.444 -0.001 -0.009 -0.001 0.0687
H -4.970 -3.607 -6.560 -0.105 0.061 0.032 0.1055
H -4.136 -4.729 -5.493 -0.082 -0.045 0.059 0.1169
H -4.342 -1.744 -4.868 -0.082 -0.017 -0.154 0.0729
H -2.978 -2.457 -5.744 0.016 -0.043 0.012 0.0833
H -3.327 -2.932 -4.075 0.044 0.005 -0.015 0.0501
H -7.266 -5.067 -3.079 0.063 0.205 -0.152 0.1095
H -7.557 -6.510 -4.035 0.064 0.076 -0.159 0.1256
H -9.761 -4.644 -3.040 0.078 0.028 0.074 0.0595
H -9.320 -6.180 -2.281 0.047 -0.034 -0.026 0.0825
H -10.004 -6.144 -3.919 0.034 -0.069 0.025 0.0829
```
Positions in Å, forces in eV/Å.

## Properties
DFT total energy	-5140.3346	Ha
net charge	+1
Kohn-Sham gap	7.27	eV
2S+1	1
LUMO level	-3.8307	eV